Entry from the OMol25 dataset: C13H17IIrN2 as an isolated structure (ωB97M-V/def2-TZVPD).

Its spin multiplicity is 6. As for the total charge: +2. For the HOMO-LUMO gap (spin up / spin down), the calculation gives 5.559 / 5.642 eV. The electronic energy comes out at -1016.2302 hartree. The value obtained for the energy above the lowest of the compared OMol25 structures with the same formula, charge and spin is 1.3567 eV. For the LUMO energy (spin up / spin down), the calculation gives -0.2601 / -0.3973 hartree.

Geometry as XYZ:
```
34
C13H17IIrN2 ωB97M-V/def2-TZVPD
C -2.618 -0.436 1.668
C -2.951 0.916 0.996
H -3.253 -1.191 1.183
H -2.813 -0.404 2.740
H -1.604 -0.946 1.551
H -2.174 1.574 0.498
H -3.632 0.726 0.170
H -3.407 1.547 1.760
C 1.106 -1.696 1.904
C 2.288 -2.426 1.907
C 3.129 -2.403 0.788
C 2.716 -1.683 -0.323
H 0.449 -1.671 2.773
H 2.533 -2.997 2.795
H 4.069 -2.948 0.788
H 3.304 -1.600 -1.231
N 0.766 -0.914 0.860
C 1.490 -0.996 -0.289
C 0.879 -0.330 -1.420
N -0.253 0.371 -1.116
C -0.883 1.076 -2.089
C 0.763 0.377 -3.723
C -0.377 1.110 -3.385
H -1.758 1.638 -1.752
H -0.893 1.718 -4.121
C 1.388 -0.359 -2.729
H 2.271 -0.966 -2.912
H 1.157 0.401 -4.733
Ir -0.814 0.498 0.896
I -0.193 1.060 3.375
C -0.248 2.469 0.813
H 0.842 2.543 0.919
H -0.739 3.056 1.599
H -0.537 2.886 -0.161
```